Below is a structure of composition BrFe, with properties calculated with ωB97M-V/def2-TZVPD.

Results
HOMO level (alpha / beta) (eV): -9.342 / -15.385
Charge: +1
Spin multiplicity: 9
Kohn-Sham gap (alpha / beta) (eV): 5.09 / 3.37
Energy above the lowest of the compared OMol25 structures with the same formula, charge and spin (kcal per mole): 12.5

Last column: natural (NBO) charge in e.
Element x y z (Å)
Fe: -1.37458 -1.01185 1.30610  0.351
Br: 1.37458 1.01185 -1.30610  0.649



Below is a structure of composition BrH10LiO5 in a non-equilibrium geometry, with properties calculated with ωB97M-V/def2-TZVPD.

Results
HOMO level (eV): -7.557
Charge: 0
Kohn-Sham gap (eV): 6.65
Energy above the lowest of the compared OMol25 structures with the same formula, charge and spin (kcal per mole): 0.0

Last column: natural (NBO) charge in e.
Element x y z (Å)
Li: -0.21807 0.29286 -0.43131  0.853
Br: -0.18567 2.41800 0.86103  -0.907
O: 3.00586 0.68602 1.52044  -0.941
H: 2.69132 -0.07345 1.97051  0.439
H: 2.32998 0.81391 0.83674  0.491
O: 1.94833 0.25573 -0.95287  -0.967
H: 1.72937 0.80812 -1.70104  0.493
H: 2.66727 -0.31616 -1.22872  0.497
O: -1.87281 0.18352 -1.93973  -0.937
H: -1.97163 0.72371 -2.69708  0.489
H: -1.88974 -0.68342 -2.34418  0.469
O: -2.74764 0.19405 0.85870  -0.906
H: -2.81291 -0.56681 0.29024  0.435
H: -2.03368 -0.14007 1.43737  0.474
O: -0.31956 -1.20896 1.03709  -0.974
H: 0.54148 -1.39604 1.41995  0.502
H: -0.86191 -1.99100 1.06288  0.491



Number 1: M 135.75 g/mol. Number 2: M 176.92 g/mol.